Run one
C3H6O2 | ωB97M-V with the def2-TZVPD basis set

```
11
Properties=species:S:1:pos:R:3:mulliken_charge:R:1
O 1.414 0.624 -0.969 -0.533
C 0.488 -0.430 -1.137 -0.392
C -0.346 -0.648 0.156 -0.074
C -0.645 0.418 1.440 -0.430
O -1.344 0.308 0.251 -0.356
H 0.888 1.421 -0.832 0.312
H -0.175 -0.208 -2.012 0.226
H 1.060 -1.321 -1.436 0.316
H -0.303 -1.588 0.683 0.410
H 0.321 0.887 1.552 0.242
H -1.335 0.509 2.322 0.277
```

Calculated values
HOMO-LUMO gap = 10.02 eV
SMILES string = OC[C@H]1CO1

---

Run two
C3H6O2 | ωB97M-V with the def2-TZVPD basis set

```
11
Properties=species:S:1:pos:R:3:mulliken_charge:R:1
O 0.076 1.175 -1.294 -0.533
C 0.560 1.055 0.020 -0.439
C 0.249 -0.312 0.592 0.043
C -0.952 -1.039 0.191 -0.303
O 0.324 -1.362 -0.366 -0.462
H 0.317 0.345 -1.734 0.326
H 1.649 1.220 0.067 0.242
H 0.080 1.833 0.624 0.274
H 0.708 -0.545 1.555 0.377
H -1.646 -0.570 -0.505 0.205
H -1.366 -1.799 0.851 0.270
```

Calculated values
HOMO-LUMO gap = 11.43 eV
SMILES string = OC[C@H]1CO1

---

Which one sits at the top of the stability order? run two does.

---

Run one
C2H4N4O | ωB97M-V with the def2-TZVPD basis set

```
11
Properties=species:S:1:pos:R:3:mulliken_charge:R:1
C -0.215 0.229 -0.741 0.890
C -0.778 -0.643 0.320 -1.190
N 0.636 1.132 -0.598 -0.319
N 1.567 -0.641 1.852 -0.584
N 1.194 1.297 0.677 -0.615
N 1.398 0.313 1.272 0.916
O -0.788 0.126 -1.913 -0.500
H -1.722 -1.242 -0.103 0.243
H -0.993 0.091 1.064 0.432
H -0.031 -1.353 0.770 0.347
H -0.268 0.693 -2.601 0.381
```

Calculated values
HOMO-LUMO gap = 9.95 eV

---

Run two
C2H4N4O | ωB97M-V with the def2-TZVPD basis set

```
11
Properties=species:S:1:pos:R:3:mulliken_charge:R:1
H -2.074 -1.328 1.194 0.257
N -1.153 -0.976 0.951 -0.615
C -1.244 -0.106 0.042 0.592
O -2.396 0.410 -0.433 -0.482
N -0.129 0.362 -0.715 -0.431
N 0.771 -1.039 -0.970 -0.417
C 1.134 -0.044 -0.313 0.630
N 2.216 0.531 0.220 -0.406
H -2.192 0.946 -1.216 0.370
H 2.975 -0.097 0.438 0.248
H 2.092 1.341 0.802 0.254
```

Calculated values
HOMO-LUMO gap = 10.11 eV
SMILES string = [H]/N=C(\O)N1N=C1N

---

Which one sits at the top of the stability order? run two does.

---

Run one
C2H4N4O | ωB97M-V with the def2-TZVPD basis set

```
11
Properties=species:S:1:pos:R:3:mulliken_charge:R:1
N -0.787 -1.134 -1.487 -0.463
C -0.211 -0.320 -0.541 0.359
N -0.151 -0.573 0.746 -0.582
C 0.432 0.570 1.227 0.630
O 0.619 0.754 2.539 -0.477
N 0.770 1.474 0.356 -0.683
N 0.374 0.873 -0.830 0.073
H -0.363 -1.125 -2.403 0.257
H -0.962 -2.068 -1.140 0.264
H 0.156 0.030 2.980 0.348
H 0.007 1.526 -1.505 0.273
```

Calculated values
HOMO-LUMO gap = 9.54 eV
SMILES string = Nc1nc(O)n[nH]1

---

Run two
C2H4N4O | ωB97M-V with the def2-TZVPD basis set

```
11
Properties=species:S:1:pos:R:3:mulliken_charge:R:1
N 2.129 0.345 0.029 -0.375
C 0.802 0.076 0.016 0.529
N 0.285 -1.023 0.553 -0.702
N -1.123 -0.778 0.354 0.064
C -1.233 0.515 -0.400 0.480
O -2.418 0.866 -0.394 -0.638
N -0.037 1.025 -0.522 -0.582
H 2.782 -0.416 0.128 0.264
H 2.415 1.137 -0.526 0.260
H -1.572 -1.603 -0.039 0.302
H -1.986 -0.169 0.837 0.399
```

Calculated values
HOMO-LUMO gap = 9.92 eV
SMILES string = NC1=N[NH2+]C([O-])=N1

---

Which one sits at the top of the stability order? run one does.

---

Run one
C2H4N4O | ωB97M-V with the def2-TZVPD basis set

```
11
Properties=species:S:1:pos:R:3:mulliken_charge:R:1
N 0.301 0.813 1.772 -0.488
C 0.064 0.194 0.556 -0.050
N -1.320 0.433 0.033 -0.141
N -1.292 0.216 -1.186 -0.275
C 0.103 -0.180 -1.451 0.811
N 0.456 -1.305 -1.877 -0.577
O 0.877 0.536 -0.600 -0.395
H 1.277 0.828 2.031 0.243
H -0.172 1.694 1.919 0.252
H 0.201 -0.912 0.577 0.358
H -0.356 -1.813 -2.219 0.262
```

Calculated values
HOMO-LUMO gap = 10.23 eV

---

Run two
C2H4N4O | ωB97M-V with the def2-TZVPD basis set

```
11
Properties=species:S:1:pos:R:3:mulliken_charge:R:1
N 0.524 1.177 -0.739 -0.841
N 0.051 0.193 0.112 0.398
C 0.049 0.061 1.488 -0.030
N -0.448 -1.097 1.798 -0.409
N -0.805 -1.746 0.635 -0.476
C -0.482 -0.976 -0.332 0.594
O -0.630 -1.244 -1.640 -0.477
H 0.144 2.113 -0.555 0.244
H 1.549 1.168 -0.801 0.236
H 0.512 0.765 2.165 0.413
H -0.463 -0.413 -2.131 0.348
```

Calculated values
HOMO-LUMO gap = 9.66 eV
SMILES string = Nn1cnnc1O

---

Which one sits at the top of the stability order? run two does.

---

Run one
C2H4N4O | ωB97M-V with the def2-TZVPD basis set

```
11
Properties=species:S:1:pos:R:3:mulliken_charge:R:1
H 1.230 -2.023 0.788 0.246
N 0.285 -2.136 0.400 -0.659
C -0.216 -1.062 -0.045 0.520
O -1.302 -1.170 -0.835 -0.195
N -1.667 0.076 -1.293 -0.323
C -0.840 0.935 -0.834 0.012
N 0.043 0.296 0.031 0.268
N 1.129 0.704 0.837 -0.754
H -1.031 1.987 -0.956 0.381
H 1.540 1.417 0.156 0.273
H 0.829 0.975 1.751 0.232
```

Calculated values
HOMO-LUMO gap = 9.19 eV
SMILES string = [H]/N=c1/oncn1N

---

Run two
C2H4N4O | ωB97M-V with the def2-TZVPD basis set

```
11
Properties=species:S:1:pos:R:3:mulliken_charge:R:1
C -1.820 -0.290 0.248 -0.528
O -0.830 0.245 -0.718 -0.346
N 0.440 0.064 -0.333 0.574
C 1.342 0.979 -0.112 -0.071
N 2.485 0.365 0.114 -0.365
N 2.276 -0.949 -0.117 -0.319
N 1.008 -1.154 -0.376 -0.200
H -1.712 -1.355 0.350 0.287
H -1.563 0.140 1.232 0.256
H -2.772 -0.058 -0.112 0.274
H 1.146 2.014 -0.177 0.438
```

Calculated values
HOMO-LUMO gap = 11.33 eV
SMILES string = COn1cnnn1

---

Which one sits at the top of the stability order? run one does.

---

Run one
H5NO | ωB97M-V with the def2-TZVPD basis set

```
7
Properties=species:S:1:pos:R:3:mulliken_charge:R:1
N 1.045 0.110 -1.068 -0.702
H 1.590 0.370 -1.845 0.223
H 1.551 -0.421 -0.417 0.231
H 0.366 -0.624 -1.476 0.246
O -1.170 -0.084 1.067 -0.681
H -0.457 0.501 0.656 0.371
H -1.007 0.072 2.016 0.312
```

Calculated values
HOMO-LUMO gap = 11.65 eV
SMILES string = N.O

---

Run two
H5NO | ωB97M-V with the def2-TZVPD basis set

```
7
Properties=species:S:1:pos:R:3:mulliken_charge:R:1
N -0.544 -0.432 -0.874 -0.724
H -1.489 -0.848 -0.866 0.225
H -0.701 0.577 -0.981 0.253
H -0.061 -0.848 -1.615 0.212
O 0.805 0.916 1.436 -0.681
H 1.540 0.477 1.939 0.332
H 0.450 0.158 0.962 0.383
```

Calculated values
HOMO-LUMO gap = 11.59 eV
SMILES string = N.O

---

Which one sits at the top of the stability order? run two does.